71
Properties=species:S:1:pos:R:3 method="wB97M-V/def2-TZVPD" homo_energy_ev="-11.007 / -11.141" molar_mass_g_mol=952.2 total_charge=+1 homo_lumo_gap_ev="4.42 / 6.24"
Pb 0.401 0.475 -0.607
C -4.171 1.675 0.165
C -3.507 1.681 1.507
C -4.283 2.392 2.568
C -3.104 0.186 1.795
C -4.082 -0.743 1.897
C -3.796 -2.027 2.342
C -2.490 -2.377 2.713
C -1.498 -1.366 2.778
C -0.139 -1.849 3.318
C 0.602 -2.696 2.237
C 0.778 -0.867 4.077
C -1.725 -0.084 2.164
N -0.656 0.774 1.845
C -0.689 1.908 2.624
C -1.145 1.998 3.981
C -1.034 3.177 4.724
C -0.620 4.406 4.203
C -0.144 4.303 2.879
C -0.146 3.119 2.160
F 0.452 3.153 0.890
H -4.609 2.635 -0.134
H -4.965 0.933 0.097
H -3.543 1.381 -0.705
H -2.489 2.148 1.268
H -5.345 2.221 2.388
H -4.056 3.487 2.570
H -4.121 2.067 3.632
H -5.120 -0.598 1.514
H -4.629 -2.703 2.333
H -2.277 -3.429 2.969
H -0.522 -2.530 4.116
H 1.411 -2.157 1.815
H -0.048 -2.956 1.366
H 0.998 -3.686 2.653
H 0.323 0.121 4.177
H 1.726 -0.697 3.557
H 0.848 -1.125 5.160
H -1.569 1.123 4.453
H -1.464 3.111 5.728
H -0.574 5.249 4.820
H 0.317 5.205 2.394
S -0.915 1.107 -7.180
C -0.015 1.157 -5.838
S -0.197 2.497 -4.668
C 0.942 1.689 -3.581
N 1.345 0.561 -4.008
N 0.940 0.273 -5.293
C 1.574 -0.835 -5.959
C 2.390 -1.603 -5.113
C 2.976 -2.757 -5.672
C 2.559 -3.236 -6.938
C 1.645 -2.496 -7.665
C 1.166 -1.279 -7.209
S 1.464 2.513 -2.144
H 2.691 -1.251 -4.125
H 3.793 -3.298 -5.173
H 2.900 -4.219 -7.300
H 1.429 -2.894 -8.636
H 0.247 -0.884 -7.584
Cl 3.164 1.674 1.314
C 3.430 0.216 0.487
C 2.446 -0.360 -0.241
C 2.724 -1.579 -0.916
Cl 1.419 -2.489 -1.705
C 4.006 -2.108 -0.937
Cl 4.276 -3.506 -1.939
C 5.056 -1.594 -0.185
Cl 6.554 -2.399 0.010
C 4.719 -0.392 0.487
Cl 5.973 0.457 1.284